No. 1
A molecular structure, C35H37As2BeNO13S at a distorted geometry. Source: the OMol25 dataset; level of theory: ωB97M-V/def2-TZVPD.

energy above the lowest of the compared OMol25 structures with the same formula, charge and spin	196.2	kJ/mol
HOMO (spin up / spin down)	-0.28374 / -0.28374	Eh
DFT total energy	-7273.2711	hartree
charge	0

Each line ends with the Mulliken charge.
Cartesian coordinates (Å):
Be  -0.136  -0.864  -1.002  -0.358
O  1.605  -0.872  -1.326  -1.012
C  1.865  0.533  -1.707  3.329
C  0.527  1.370  -1.501  0.216
O  0.614  2.576  -1.522  -0.667
O  -0.543  0.596  -1.323  0.142
C  3.033  0.970  -0.846  -1.148
C  3.281  2.326  -0.615  -0.118
C  4.460  2.709  -0.012  -0.758
C  5.267  1.778  0.593  -0.465
C  4.974  0.419  0.455  -1.071
C  3.901  -0.016  -0.283  -0.048
C  2.198  0.609  -3.247  0.242
C  3.237  1.356  -3.750  -0.423
C  3.374  1.380  -5.117  -0.686
C  2.390  0.846  -5.984  -0.876
C  1.332  0.162  -5.411  -0.584
C  1.211  0.031  -4.062  -0.424
H  1.588  -1.446  -2.108  0.511
H  2.667  3.146  -0.981  0.464
H  4.566  3.764  0.177  0.415
H  6.031  2.179  1.276  0.356
H  5.689  -0.354  0.739  0.395
H  3.673  -1.086  -0.483  0.425
H  4.021  1.755  -3.109  0.431
H  4.202  2.019  -5.494  0.352
H  2.493  0.866  -7.058  0.442
H  0.548  -0.241  -6.015  0.535
H  0.306  -0.375  -3.647  0.314
S  -3.642  -0.442  -3.699  -0.399
C  -2.933  0.876  -4.295  0.726
N  -2.117  1.674  -3.555  0.155
C  -1.231  2.618  -4.070  -0.668
C  -1.250  2.856  -5.396  -0.607
C  -2.093  2.027  -6.238  -0.231
C  -2.961  1.182  -5.688  -0.785
H  -1.971  1.417  -2.571  -0.074
H  -0.598  3.047  -3.332  0.669
H  -0.574  3.585  -5.758  0.475
H  -1.998  2.204  -7.330  0.365
H  -3.719  0.675  -6.301  0.366
C  -2.274  -3.497  -2.680  -1.343
C  -1.711  -2.712  -1.491  0.934
O  -2.206  -2.729  -0.384  -0.520
O  -0.662  -2.001  -1.838  -0.305
H  -3.376  -3.701  -2.532  0.312
H  -1.795  -4.462  -2.668  0.351
H  -2.242  -2.989  -3.668  0.282
C  -3.016  0.725  0.022  -0.971
O  -2.018  -0.031  0.767  0.493
C  -2.503  -0.879  1.711  -0.013
O  -3.613  -0.871  2.130  -0.585
C  -1.388  -1.774  2.182  -0.443
C  -1.488  -2.447  3.399  0.368
As  -1.690  -1.260  4.929  0.489
C  -3.413  -0.414  4.904  -0.962
C  -0.503  0.191  4.021  0.587
C  0.157  0.112  2.842  -0.499
As  0.318  -1.260  1.439  1.667
C  1.693  -2.328  2.278  -1.781
C  0.958  1.231  2.212  0.604
O  0.518  1.961  1.342  -0.614
O  2.262  1.275  2.439  -0.236
C  2.834  0.684  3.631  -0.610
C  -0.293  1.452  4.853  0.330
O  0.424  1.393  5.805  -0.563
O  -1.039  2.519  4.623  -0.402
C  -2.317  2.566  3.945  -0.187
C  -0.794  -3.714  3.564  0.178
O  -0.410  -4.413  2.618  -0.595
O  -0.791  -4.210  4.820  -0.379
C  -1.973  -4.802  5.338  -0.651
H  -2.606  1.688  -0.165  0.259
H  -3.914  0.847  0.662  0.568
H  -3.302  0.187  -0.863  -0.106
H  -3.614  0.318  4.142  0.180
H  -3.687  -0.121  5.953  0.376
H  -4.147  -1.225  4.640  0.382
H  1.559  -2.509  3.345  0.428
H  2.577  -1.754  2.114  0.395
H  1.838  -3.237  1.701  0.481
H  2.116  -0.029  4.036  0.221
H  3.060  1.419  4.450  0.236
H  3.777  0.196  3.423  0.317
H  -2.282  1.887  3.076  -0.185
H  -2.447  3.551  3.710  0.424
H  -3.181  2.236  4.526  0.311
H  -1.736  -5.183  6.333  0.204
H  -2.151  -5.649  4.716  0.378
H  -2.799  -4.093  5.245  0.269

***

No. 2
A molecular structure, C35H37BrCaP2 at a distorted geometry. Source: the OMol25 dataset; level of theory: ωB97M-V/def2-TZVPD.

energy above the lowest of the compared OMol25 structures with the same formula, charge and spin	238.7	kJ/mol
HOMO (spin up / spin down)	-0.17773 / -0.18800	Eh
DFT total energy	-5290.1045	hartree
charge	0

Each line ends with the Mulliken charge.
Cartesian coordinates (Å):
Ca  3.450  -4.103  0.934  1.020
C  5.832  -4.003  0.648  -0.249
C  5.367  -3.186  -0.342  -0.649
C  5.334  -3.562  -1.797  -0.249
C  4.704  -4.949  -2.115  -1.290
C  3.641  -5.422  -1.155  -0.315
C  3.834  -6.320  -0.153  -0.465
C  5.106  -6.501  0.634  -0.712
C  6.233  -5.443  0.417  -0.897
C  -0.903  -0.703  -0.249  -1.784
H  6.097  -3.592  1.631  0.488
H  5.205  -2.127  -0.134  0.591
H  6.356  -3.555  -2.216  0.423
H  4.814  -2.770  -2.360  -0.086
H  4.275  -4.876  -3.129  0.526
H  5.514  -5.694  -2.197  0.370
H  2.622  -5.135  -1.455  0.197
H  3.110  -7.133  0.013  0.332
H  5.553  -7.488  0.449  0.433
H  4.849  -6.538  1.708  0.306
H  7.018  -5.664  1.159  0.435
H  6.701  -5.575  -0.569  0.319
H  -0.414  -0.687  0.737  0.577
H  -1.995  -0.659  -0.106  0.495
H  -0.558  0.158  -0.842  0.420
P  2.216  0.486  -0.623  -0.055
P  -0.460  -2.229  -1.069  2.049
C  2.239  -1.197  -1.290  -0.171
C  1.243  -2.081  -1.619  -0.715
C  2.995  1.516  -1.943  0.119
C  3.961  1.032  -2.837  0.064
C  4.590  1.918  -3.714  -0.565
C  4.237  3.270  -3.737  -0.512
C  3.234  3.739  -2.882  -0.504
C  2.610  2.872  -1.988  -0.290
C  3.595  0.446  0.589  0.054
C  3.676  -0.680  1.440  -0.212
C  4.666  -0.795  2.410  -0.132
C  5.479  0.306  2.706  -0.818
C  5.383  1.452  1.909  -0.546
C  4.507  1.490  0.815  -0.511
C  -1.593  -2.745  -2.374  0.207
C  -1.710  -1.943  -3.527  -0.550
C  -2.601  -2.294  -4.545  -0.573
C  -3.357  -3.470  -4.453  -0.451
C  -3.211  -4.293  -3.331  -0.630
C  -2.334  -3.942  -2.302  -0.238
C  -0.544  -3.466  0.261  0.324
C  -1.350  -3.282  1.394  -0.444
C  -1.296  -4.203  2.444  -0.617
C  -0.492  -5.339  2.342  -0.491
C  0.277  -5.551  1.193  -0.386
C  0.229  -4.631  0.144  -0.780
H  3.272  -1.493  -1.564  -0.150
H  1.505  -2.887  -2.328  0.381
H  4.234  -0.026  -2.840  0.369
H  5.359  1.548  -4.387  0.388
H  4.734  3.957  -4.414  0.366
H  2.938  4.787  -2.899  0.386
H  1.829  3.230  -1.308  0.324
H  2.885  -1.443  1.388  0.328
H  4.742  -1.732  2.972  0.429
H  6.159  0.266  3.553  0.376
H  6.000  2.325  2.135  0.371
H  4.531  2.348  0.136  0.330
H  -1.106  -1.036  -3.614  0.372
H  -2.708  -1.646  -5.417  0.381
H  -4.051  -3.743  -5.253  0.365
H  -3.791  -5.212  -3.259  0.386
H  -2.231  -4.595  -1.436  0.317
H  -2.015  -2.419  1.476  0.350
H  -1.877  -4.024  3.345  0.385
H  -0.447  -6.051  3.161  0.403
H  0.905  -6.440  1.108  0.274
H  0.756  -4.840  -0.792  0.626
Br  2.451  -3.638  3.341  -0.616

***

No. 3
A molecular structure, C35H37ClCuP2 at a distorted geometry. Source: the OMol25 dataset; level of theory: ωB97M-V/def2-TZVPD.

⟨S²⟩	0.754
2S+1	2
HOMO (spin up / spin down)	-0.27862 / -0.27565	Eh
DFT total energy	-4139.1167	hartree
charge	0

Each line ends with the Mulliken charge.
Cartesian coordinates (Å):
Cu  -0.440  1.001  -0.735  -1.301
C  -4.240  -4.121  2.623  -0.764
C  -3.090  -3.442  2.516  0.028
C  -1.708  -3.991  2.369  -0.842
C  -1.305  -4.080  0.897  0.358
C  -2.356  -4.426  -0.121  -0.491
C  -3.295  -5.368  0.039  -0.394
C  -3.513  -6.194  1.309  -0.821
C  -4.444  -5.586  2.356  -0.701
C  -2.121  1.934  -0.985  -0.711
H  -5.167  -3.637  2.912  0.391
H  -3.104  -2.351  2.361  0.391
H  -1.577  -4.914  2.919  0.494
H  -1.009  -3.267  2.805  0.339
H  -1.015  -3.058  0.594  -0.478
H  -0.405  -4.711  0.779  0.414
H  -2.202  -3.962  -1.100  0.429
H  -3.968  -5.668  -0.785  0.350
H  -2.543  -6.475  1.735  0.335
H  -3.996  -7.127  0.989  0.410
H  -5.491  -5.713  2.032  0.407
H  -4.339  -6.181  3.267  0.261
H  -2.200  2.689  -0.186  0.369
H  -2.875  1.145  -0.791  0.271
H  -2.193  2.308  -2.015  0.214
P  0.771  2.068  0.924  1.292
P  1.073  1.500  -2.176  1.619
C  2.117  1.000  0.315  -0.785
C  2.345  0.896  -1.032  -1.455
C  1.755  3.474  1.648  0.388
C  3.093  3.260  2.020  -0.112
C  3.808  4.197  2.772  -0.643
C  3.215  5.414  3.114  -0.423
C  1.917  5.683  2.657  -0.613
C  1.193  4.742  1.914  -0.460
C  0.204  1.213  2.453  0.243
C  -0.580  0.061  2.286  -0.229
C  -1.022  -0.721  3.341  0.181
C  -0.705  -0.351  4.643  -0.778
C  0.035  0.821  4.838  -0.663
C  0.444  1.625  3.768  -0.577
C  1.908  2.672  -3.240  0.530
C  2.648  3.762  -2.715  -0.449
C  3.654  4.336  -3.497  -0.568
C  3.895  3.888  -4.807  -0.459
C  3.070  2.904  -5.364  -0.612
C  2.046  2.345  -4.604  -0.442
C  0.507  0.194  -3.285  0.065
C  -0.678  0.304  -4.043  0.042
C  -1.164  -0.797  -4.742  -0.785
C  -0.455  -2.010  -4.702  -0.444
C  0.706  -2.141  -3.925  -0.602
C  1.161  -1.047  -3.195  -0.207
H  2.714  0.478  1.069  0.829
H  3.285  0.562  -1.480  0.682
H  3.605  2.340  1.742  0.348
H  4.830  3.988  3.099  0.386
H  3.748  6.144  3.731  0.381
H  1.463  6.646  2.882  0.364
H  0.192  4.973  1.542  0.445
H  -0.885  -0.252  1.295  0.223
H  -1.652  -1.587  3.132  -0.033
H  -1.051  -0.973  5.470  0.405
H  0.332  1.091  5.840  0.386
H  0.951  2.571  3.936  0.326
H  2.455  4.123  -1.700  0.498
H  4.278  5.132  -3.090  0.379
H  4.710  4.311  -5.402  0.364
H  3.229  2.550  -6.383  0.380
H  1.392  1.601  -5.055  0.364
H  -1.239  1.238  -4.016  0.395
H  -2.115  -0.724  -5.281  0.387
H  -0.833  -2.868  -5.262  0.364
H  1.228  -3.102  -3.867  0.371
H  1.975  -1.170  -2.483  0.293
Cl  -0.976  -1.166  -0.867  -0.547

***

Which of these has the highest DFT total energy?
C35H37ClCuP2

***

The highest DFT total energy belongs to which entry?
C35H37ClCuP2

***

Which of these has the lowest DFT total energy?
C35H37As2BeNO13S

***

What is the formula in the second record?
C35H37BrCaP2